# 1
{
  "formula": "CH3Br2ClSi",
  "method": "ωB97M-V/def2-TZVPD",
  "homo_lumo_gap_ev": [9.3, 3.9],
  "energy_ha": -5937.6094,
  "homo_ev": [-10.7, -7.6],
  "symbols": ["Br", "Br", "Cl", "Si", "C", "H", "H", "H"],
  "coordinates": [[-2.36058, -0.01062, -2.12037], [2.64860, -2.25117, 1.20959], [-2.00411, -1.08359, 1.18588], [-1.00412, -0.34815, -0.38653], [0.39654, 0.82703, 0.02143], [0.67679, 1.19377, -0.93844], [0.49348, 1.62912, 0.84906], [1.15340, 0.04361, 0.17938]],
  "atomic_forces_ev_per_a": [[0.2065, 0.1929, 0.3359], [-0.2596, 0.0633, -0.1596], [-0.4425, -0.0856, 0.5367], [0.6801, 0.0133, -0.1782], [0.1879, 0.0429, 1.1931], [0.2442, 0.8458, -0.7906], [-0.6883, -1.4099, -1.3907], [0.0717, 0.3372, 0.4534]],
  "lowdin_charge": [0.29, -0.09, 0.28, -0.19, -0.30, 0.00, 0.08, -0.07]
}

=====

# 2
{
  "formula": "C6H13NO3",
  "method": "ωB97M-V/def2-TZVPD",
  "homo_lumo_gap_ev": 9.9,
  "energy_ha": -516.8438,
  "homo_ev": -9.3,
  "smiles": "C[C@@H](N)C1COC1.O=CO",
  "symbols": ["O", "O", "O", "N", "C", "C", "C", "C", "C", "C", "H", "H", "H", "H", "H", "H", "H", "H", "H", "H", "H", "H", "H"],
  "coordinates": [[-5.41619, -5.13825, -1.77734], [-1.93307, -4.93838, -5.11285], [-1.55149, -3.19935, -3.70848], [-1.34441, -6.29759, -2.35608], [-2.14534, -5.68204, -1.30483], [-4.64121, -5.37039, -0.58920], [-1.14676, -4.20367, -4.23428], [-4.42628, -5.78419, -2.59909], [-1.56328, -5.89007, 0.09328], [-3.58504, -6.16813, -1.37253], [-4.85248, -6.61425, -3.18189], [-2.15319, -4.60089, -1.52257], [-3.62061, -7.24685, -1.15707], [-2.16117, -5.37173, 0.85820], [-4.27316, -4.42470, -0.15753], [-0.09357, -4.53682, -4.20105], [-0.34390, -6.21015, -2.20278], [-1.68276, -7.22439, -2.73855], [-0.53955, -5.49102, 0.14857], [-1.39382, -5.57935, -5.59378], [-5.21033, -5.91979, 0.17418], [-3.93414, -5.07611, -3.28416], [-1.53297, -6.96292, 0.34143]],
  "atomic_forces_ev_per_a": [[-0.0717, -0.0452, 0.0455], [0.5843, 0.8841, 0.7570], [0.2494, -1.4121, -0.2728], [-0.5235, -1.0753, -0.8783], [-0.1395, 0.2267, 0.0419], [0.0474, 0.1281, 0.2321], [-0.6458, 0.6043, -1.0220], [0.1859, 0.0803, -0.4403], [0.0559, -0.0820, 0.1558], [0.1370, -0.3365, 0.0047], [0.0722, 0.1989, 0.1581], [-0.0911, -0.1086, 0.1534], [0.0355, 0.2156, -0.0008], [0.1463, -0.1268, -0.2114], [-0.0665, -0.2302, -0.0948], [-0.3099, -0.0649, 0.1241], [-0.3677, -0.5461, -0.0211], [0.8983, 1.5747, 1.0427], [-0.2468, -0.1255, -0.0021], [0.0480, 0.0031, 0.2785], [0.1350, 0.1186, -0.1744], [-0.1346, -0.1688, 0.1827], [0.0018, 0.2875, -0.0584]],
  "lowdin_charge": [-0.11, 0.03, 0.06, 0.03, -0.45, -0.15, -0.39, -0.14, -0.06, -0.24, 0.12, 0.13, 0.15, 0.08, 0.12, 0.13, 0.08, 0.12, 0.08, 0.10, 0.12, 0.11, 0.08]
}

=====

# 3
{
  "formula": "C4H10N2O",
  "method": "ωB97M-V/def2-TZVPD",
  "homo_lumo_gap_ev": 9.5,
  "energy_ha": -343.0772,
  "homo_ev": -8.7,
  "smiles": "CNCCNC=O",
  "symbols": ["O", "N", "N", "C", "C", "C", "C", "H", "H", "H", "H", "H", "H", "H", "H", "H", "H"],
  "coordinates": [[1.33421, -2.66137, 1.93526], [-0.00944, 0.95576, -1.05880], [0.61095, -0.74117, 0.85571], [-0.65311, -0.33232, -1.22095], [0.04708, -1.45128, -0.37274], [0.94565, -1.48143, 1.96149], [-0.36510, 2.10855, -0.23098], [-0.89088, -0.50151, -2.25596], [0.70461, 2.78897, -0.12886], [0.39323, 0.18324, 1.21695], [-0.74427, 1.81919, 0.69592], [-0.59440, -2.22653, 0.01453], [1.01630, -0.75903, 2.78127], [0.89118, -1.58321, -0.89116], [-1.67232, -0.21550, -0.64815], [0.21801, 1.41074, -1.96454], [-1.23169, 2.68689, -0.68898]],
  "atomic_forces_ev_per_a": [[-1.3534, 2.1082, 0.5643], [1.7542, 1.4763, -2.3017], [-0.9633, -1.2919, 1.2746], [-3.2696, 1.1846, 3.9477], [-1.3762, 4.2895, 1.9203], [1.8420, -1.4146, -1.8659], [1.6346, 1.4714, -1.8828], [0.2619, -0.6138, -0.2876], [-3.4115, -1.7037, -0.0822], [-0.4818, -0.0758, -1.2996], [-0.1925, -0.4542, 1.8664], [0.1531, -0.5724, -0.6570], [0.1085, -0.5565, 0.9220], [3.0546, -2.2669, -1.9824], [1.1046, -0.3035, -1.3210], [-0.0760, -1.1689, 0.7937], [1.2107, -0.1078, 0.3913]],
  "lowdin_charge": [-0.01, -0.19, 0.01, -0.21, -0.10, -0.36, -0.15, 0.10, 0.15, 0.09, 0.02, 0.12, 0.12, 0.07, 0.13, 0.11, 0.08]
}

=====

# 4
{
  "formula": "C25H24N4O2",
  "method": "ωB97M-V/def2-TZVPD",
  "homo_lumo_gap_ev": 8.9,
  "energy_ha": -1336.6345,
  "homo_ev": -8.4,
  "smiles": "CN(CC(=O)NC(c1ccccc1)c1ccccc1)Cc1nc2ccccc2c(=O)[nH]1",
  "symbols": ["O", "O", "N", "N", "N", "N", "C", "C", "C", "C", "C", "C", "C", "C", "C", "C", "C", "C", "C", "C", "C", "C", "C", "C", "C", "C", "C", "C", "C", "C", "C", "H", "H", "H", "H", "H", "H", "H", "H", "H", "H", "H", "H", "H", "H", "H", "H", "H", "H", "H", "H", "H", "H", "H", "H"],
  "coordinates": [[-1.16505, 2.70454, -0.03587], [-0.89911, -1.11695, -0.05888], [1.00701, -0.56760, 1.00887], [-2.05569, -1.99043, 2.48808], [-3.84817, -0.27942, 0.54893], [-2.10628, 1.10343, 1.24703], [-3.97629, 1.70829, -3.10251], [-2.96881, 0.05452, 1.41778], [-3.03758, 2.08621, -2.17030], [4.08858, 3.23987, 1.48763], [2.42080, -0.79917, -1.01647], [-0.21391, -1.13967, 0.94165], [2.96719, -0.26890, -2.17981], [2.02741, 2.53728, 0.47413], [-3.88337, 0.39952, -0.64113], [2.64755, -2.13259, -0.71239], [1.61944, 0.11912, -0.11825], [3.95049, -2.39018, -2.71137], [3.72736, -1.05829, -3.02127], [-2.82494, -0.77170, 2.67084], [-4.83084, 0.03003, -1.60180], [2.82665, 3.53723, 1.00256], [-2.67867, -2.94672, 1.59215], [3.40692, -2.92465, -1.55762], [-0.64137, -1.79425, 2.26739], [-2.98508, 1.44289, -0.93263], [-4.87285, 0.67981, -2.81363], [4.55167, 1.93516, 1.44747], [3.75618, 0.93411, 0.92011], [2.49105, 1.22974, 0.42507], [-2.00536, 1.83139, 0.07096], [2.79257, 0.77023, -2.41864], [-4.02071, 2.20551, -4.05999], [3.57401, -3.96304, -1.31038], [0.79317, 0.54280, -0.70290], [4.14654, -0.63507, -3.92220], [-0.24870, -1.20117, 3.10138], [4.71162, 4.02181, 1.89647], [1.03956, 2.77242, 0.10673], [4.12262, -0.08255, 0.87984], [2.45968, 4.55229, 1.03404], [-2.34922, -0.18343, 3.46232], [4.54402, -3.00853, -3.36833], [-5.51222, -0.77219, -1.36653], [-2.73194, -2.59959, 0.55725], [-5.60518, 0.38971, -3.55321], [1.57678, -0.67416, 1.83387], [-0.16757, -2.78189, 2.30592], [-1.42834, 1.32772, 1.96633], [5.53531, 1.69682, 1.82530], [2.22468, -2.56450, 0.18355], [-2.10860, -3.87423, 1.63018], [-3.82280, -1.07155, 2.99988], [-2.33137, 2.87914, -2.36671], [-3.68886, -3.13916, 1.94912]],
  "atomic_forces_ev_per_a": [[0.0973, 0.1694, -0.1214], [-0.1024, -0.1320, -0.2381], [0.3490, 0.1654, -0.0339], [0.2496, 0.2066, -0.0606], [-0.2598, -0.4266, 0.5417], [-0.0023, 0.1309, 0.1151], [0.1305, 0.1369, -0.0362], [-0.2574, 0.0734, -0.0379], [0.0249, 0.0374, 0.0397], [0.0424, 0.0727, 0.0363], [-0.0871, -0.1510, -0.0695], [0.1234, -0.1629, 0.4037], [-0.0328, -0.0728, 0.0246], [-0.0225, -0.0471, -0.0559], [0.3091, 0.5019, -0.3384], [-0.0967, 0.1138, 0.0331], [-0.1366, 0.0282, -0.0557], [0.0510, -0.1189, -0.0131], [-0.0006, 0.0892, -0.0612], [0.0599, -0.1067, 0.1187], [0.0169, 0.0678, -0.0685], [0.0282, 0.0658, 0.0284], [-0.0693, -0.1039, -0.1747], [0.0989, -0.0962, -0.0505], [-0.2461, -0.1257, 0.0086], [-0.3164, -0.2758, -0.1288], [-0.0521, -0.0985, 0.0878], [0.0789, -0.0313, 0.0865], [-0.0483, 0.0019, 0.0028], [0.0051, 0.0989, 0.0280], [0.0371, -0.0398, 0.2003], [-0.0001, 0.1334, -0.0386], [0.0104, 0.0430, -0.0618], [0.0144, -0.0790, 0.0086], [0.1548, -0.0224, 0.1145], [0.0302, 0.0361, -0.0758], [0.0849, -0.0490, -0.0544], [0.0492, 0.0646, 0.0252], [-0.0921, -0.0088, -0.0385], [0.0745, -0.0868, -0.0501], [-0.0318, 0.0947, -0.0038], [-0.0576, 0.0120, 0.0195], [0.0439, -0.0473, -0.0543], [-0.0604, -0.0867, 0.0419], [-0.0209, -0.1056, 0.0637], [-0.0575, -0.0339, -0.0417], [-0.1626, 0.0338, 0.0582], [0.0776, 0.0834, 0.0217], [-0.0949, 0.0063, -0.1424], [0.0783, -0.0136, 0.0263], [-0.0474, -0.0117, 0.0481], [0.0074, -0.0874, 0.0023], [0.0515, 0.1701, -0.0395], [0.0483, 0.0618, -0.0254], [-0.0717, -0.0781, -0.0146]],
  "lowdin_charge": [0.06, 0.08, 0.11, -0.20, 0.17, 0.20, -0.08, -0.30, -0.01, -0.09, -0.18, -0.47, -0.03, -0.02, -0.20, -0.03, -0.22, -0.09, -0.08, -0.11, -0.01, -0.07, -0.08, -0.08, -0.11, -0.07, -0.07, -0.08, -0.04, -0.18, -0.40, 0.12, 0.10, 0.10, 0.15, 0.10, 0.12, 0.10, 0.09, 0.12, 0.10, 0.12, 0.10, 0.11, 0.07, 0.10, 0.15, 0.13, 0.16, 0.10, 0.11, 0.09, 0.13, 0.12, 0.09]
}

=====

# 5
{
  "formula": "C19H31N5O3",
  "method": "ωB97M-V/def2-TZVPD",
  "homo_lumo_gap_ev": 9.8,
  "energy_ha": -1242.1094,
  "homo_ev": -9.2,
  "smiles": "C[C@@H]1CCOC[C@H]1C(=O)N(C)CCCCC(=O)N1CCc2c(nnn2C)C1",
  "symbols": ["O", "O", "O", "N", "N", "N", "N", "N", "C", "C", "C", "C", "C", "C", "C", "C", "C", "C", "C", "C", "C", "C", "C", "C", "C", "C", "C", "H", "H", "H", "H", "H", "H", "H", "H", "H", "H", "H", "H", "H", "H", "H", "H", "H", "H", "H", "H", "H", "H", "H", "H", "H", "H", "H", "H", "H", "H", "H"],
  "coordinates": [[-1.19718, 3.06109, 0.65244], [4.37440, -3.66924, 1.61218], [-2.18420, 0.24340, 3.86339], [1.39645, -4.14554, -2.80765], [-0.35111, 1.13398, -0.17747], [0.50968, -5.05993, -2.56297], [4.35423, -3.91425, -0.63343], [1.00921, -5.87969, -1.62569], [3.18295, -6.06128, -0.25468], [1.68476, -0.23757, 0.23438], [-2.11753, 0.77448, 2.55796], [2.47697, -4.37805, -2.02657], [0.17875, -0.20968, -0.00535], [4.18400, -3.17605, 0.51317], [-1.95829, 1.25001, 4.83836], [-0.76618, 1.93296, 0.84381], [4.53388, -5.35391, -0.45701], [2.24676, -5.48825, -1.26240], [-0.36702, 1.64846, -1.53541], [-0.57972, 1.86764, 4.68313], [3.73338, -1.73673, 0.38432], [2.20285, -1.66043, 0.38706], [0.23622, -7.00611, -1.15228], [3.72563, -3.56281, -1.90734], [-0.38549, 2.44268, 3.28127], [1.03165, 2.96165, 3.08162], [-0.73436, 1.36181, 2.25515], [-2.73099, 2.02656, 4.74568], [1.75780, 2.15142, 3.19927], [2.18391, 0.24925, -0.60975], [-0.44291, 2.65180, 5.43277], [-0.69450, 2.68236, -1.51404], [-2.87144, 1.56234, 2.42489], [-0.72847, -6.96225, -1.64852], [1.27316, 3.73079, 3.81740], [0.73126, -7.94397, -1.40230], [0.00163, 0.55997, 2.35072], [0.09728, -6.94487, -0.07392], [5.18547, -5.52183, 0.39441], [4.13078, -1.21524, 1.25454], [2.82298, -5.87897, 0.76106], [-1.08941, 3.26688, 3.13356], [0.17763, 1.09942, 4.87353], [1.15602, 3.39686, 2.08913], [-2.07409, 0.76572, 5.80714], [0.63149, 1.59443, -1.97525], [-1.05051, 1.06479, -2.15626], [3.50343, -2.50134, -1.95378], [-0.34441, -0.72060, 0.80366], [1.92873, 0.35416, 1.12170], [3.30291, -7.14001, -0.37821], [-0.05233, -0.77045, -0.91456], [-2.35503, -0.04377, 1.87605], [4.42472, -3.78330, -2.71829], [1.80059, -2.27559, -0.42484], [4.13953, -1.25561, -0.50671], [1.83131, -2.09915, 1.31730], [5.01685, -5.73406, -1.35950]],
  "atomic_forces_ev_per_a": [[0.0016, -0.0152, -0.0033], [0.0020, -0.0062, -0.0104], [-0.0068, 0.0054, -0.0014], [-0.0047, -0.0051, 0.0002], [-0.0049, -0.0366, -0.0129], [-0.0012, -0.0067, 0.0110], [-0.0325, 0.0072, -0.0076], [0.0323, -0.0102, -0.0033], [-0.0015, 0.0047, -0.0011], [0.0162, 0.0055, -0.0543], [0.0195, -0.0108, -0.0046], [-0.0043, 0.0162, 0.0001], [-0.0024, 0.0138, 0.0628], [0.0267, 0.0232, 0.0455], [0.0084, -0.0074, -0.0024], [0.0001, 0.0523, 0.0120], [-0.0022, -0.0028, -0.0115], [-0.0026, 0.0170, -0.0132], [0.0034, -0.0076, -0.0014], [-0.0096, 0.0029, 0.0035], [-0.0214, -0.0053, 0.0437], [0.0151, -0.0179, -0.0657], [-0.0221, -0.0020, -0.0123], [0.0068, -0.0270, 0.0093], [0.0014, 0.0001, 0.0014], [0.0046, 0.0064, -0.0033], [-0.0140, -0.0149, 0.0067], [-0.0031, -0.0035, -0.0001], [0.0001, 0.0017, -0.0003], [0.0026, -0.0012, 0.0023], [0.0032, -0.0012, -0.0017], [0.0013, 0.0030, 0.0015], [-0.0020, 0.0033, 0.0010], [-0.0106, -0.0098, 0.0078], [-0.0016, -0.0021, 0.0018], [0.0073, 0.0146, 0.0000], [-0.0029, 0.0021, -0.0062], [0.0008, 0.0060, -0.0009], [0.0058, -0.0008, -0.0033], [0.0058, -0.0036, 0.0024], [-0.0012, -0.0064, -0.0016], [0.0031, 0.0038, 0.0007], [-0.0001, -0.0006, 0.0020], [-0.0014, -0.0005, 0.0013], [0.0001, 0.0055, 0.0027], [-0.0023, 0.0040, -0.0022], [-0.0006, 0.0037, -0.0007], [-0.0014, 0.0022, -0.0006], [0.0034, -0.0060, -0.0012], [-0.0035, -0.0010, -0.0032], [0.0007, -0.0016, 0.0077], [-0.0038, 0.0038, -0.0030], [-0.0070, 0.0007, 0.0039], [0.0030, 0.0064, -0.0010], [-0.0096, 0.0044, -0.0031], [-0.0005, -0.0028, -0.0009], [-0.0014, 0.0012, 0.0008], [0.0078, -0.0045, 0.0067]],
  "lowdin_charge": [0.06, 0.06, -0.12, 0.05, -0.09, 0.03, -0.04, -0.14, -0.08, -0.17, -0.16, -0.24, -0.17, -0.45, -0.20, -0.43, -0.13, -0.18, -0.03, -0.14, -0.11, -0.19, 0.00, -0.08, -0.34, -0.05, -0.19, 0.13, 0.08, 0.12, 0.12, 0.08, 0.14, 0.09, 0.08, 0.09, 0.13, 0.09, 0.12, 0.13, 0.12, 0.15, 0.13, 0.08, 0.12, 0.09, 0.09, 0.11, 0.12, 0.11, 0.12, 0.13, 0.13, 0.13, 0.10, 0.11, 0.13, 0.13]
}

=====

# 6
{
  "formula": "C5H8O",
  "method": "ωB97M-V/def2-TZVPD",
  "homo_lumo_gap_ev": 11.1,
  "energy_ha": -270.4854,
  "homo_ev": -10.2,
  "smiles": "C#CC(C)(C)O",
  "symbols": ["O", "C", "C", "C", "C", "C", "H", "H", "H", "H", "H", "H", "H", "H"],
  "coordinates": [[-0.72966, 1.35641, -0.73022], [-1.41825, -0.55964, 2.00447], [-0.84419, -0.28080, 0.98277], [-0.09659, -0.82470, -1.33146], [-0.09167, 0.19921, -0.19832], [1.34178, 0.51501, 0.25277], [-1.95362, -0.81471, 2.89149], [-0.95748, 1.93631, 0.00716], [1.86460, 1.05495, -0.54316], [0.36528, -1.76338, -1.01156], [1.87990, -0.41233, 0.47811], [0.46691, -0.42363, -2.18036], [1.33792, 1.12671, 1.16174], [-1.12156, -1.01877, -1.65788]],
  "atomic_forces_ev_per_a": [[-0.0339, 0.1917, 0.1425], [0.1537, 0.0625, -0.4524], [-0.2607, -0.0751, 0.4503], [-0.0018, -0.0677, -0.0391], [0.1401, -0.2622, 0.0467], [0.0848, 0.0238, 0.0271], [0.0934, 0.0043, -0.1247], [0.0297, -0.0165, -0.1087], [-0.0916, -0.1198, 0.0860], [-0.0857, 0.1462, -0.0244], [-0.0812, 0.1592, -0.0370], [-0.0682, -0.0259, 0.1502], [-0.0168, -0.0372, -0.1962], [0.1381, 0.0168, 0.0797]],
  "lowdin_charge": [-0.02, 0.14, -0.07, -0.03, -0.65, -0.03, 0.03, 0.10, 0.09, 0.09, 0.09, 0.09, 0.09, 0.09]
}